C15H23N5O3SeW | ωB97M-V/def2-TZVPD

```
48
Properties=species:S:1:pos:R:3:forces:R:3:mulliken_spin:R:1
W 0.27915 -0.12521 0.94966 0.99 -0.54 -0.82 1.798
C -1.29698 1.75348 1.14559 -0.21 0.22 0.39 0.088
C -2.06829 0.61419 1.43366 -0.13 -0.09 -0.02 -0.073
C -1.67370 -0.29198 2.42528 -0.12 0.18 0.36 0.080
C -0.52971 -0.02864 3.20062 -0.48 0.67 0.30 0.032
C 0.13836 1.20022 3.02088 -0.11 -0.10 0.20 -0.041
C -0.21242 2.06892 1.97374 -0.13 0.04 0.23 0.064
H -1.59755 2.45215 0.37884 0.13 -0.08 -0.09 0.009
H -2.98013 0.42383 0.88803 0.10 -0.07 -0.18 0.003
H -2.28722 -1.14667 2.66603 0.08 -0.14 -0.23 0.017
H -0.27751 -0.66687 4.03571 0.15 -0.12 -0.12 0.006
H 0.94959 1.45678 3.68631 0.14 -0.04 -0.13 0.003
H 0.32002 2.99960 1.83628 0.12 -0.06 -0.12 0.008
N 1.12429 -2.08337 1.06785 -0.13 -0.45 0.23 -0.022
C 2.13570 -2.16928 2.16193 -0.01 0.04 -0.08 0.001
C 2.99016 -0.92006 1.98575 0.02 0.24 -0.10 0.006
O 4.18829 -0.90317 2.00578 -0.01 -0.10 0.07 0.004
N 2.19058 0.18424 1.71886 -0.28 0.09 -0.16 -0.060
C 2.77452 1.26802 0.91926 -0.01 -0.09 -0.26 0.014
C 1.87248 1.24283 -0.33478 0.19 -0.60 0.15 -0.024
O 1.24831 2.15331 -0.82310 0.39 0.36 -0.17 0.089
O 1.63264 -0.05705 -0.64080 -0.94 1.02 0.22 0.001
H 0.38103 -2.78276 1.15330 0.01 -0.02 -0.05 0.004
H 1.60636 -2.22414 0.18107 -0.10 -0.11 -0.12 0.013
H 2.74241 -3.06642 2.07935 0.03 0.00 -0.01 -0.002
H 1.61855 -2.16954 3.12082 0.04 0.00 0.04 0.002
H 3.79836 1.02665 0.62889 0.07 0.04 0.16 0.009
H 2.74123 2.23932 1.40937 0.02 0.00 0.03 0.003
C 1.21701 -0.59966 -3.52839 -0.12 0.16 0.05 0.001
N 0.11613 0.34700 -3.32070 0.07 -0.14 -0.01 -0.004
C -0.10176 1.42573 -4.14064 -0.01 0.00 -0.03 0.000
C -1.26344 1.99609 -3.75216 0.02 -0.02 0.04 -0.002
N -1.73713 1.25809 -2.69253 0.04 0.08 0.00 -0.002
C -3.02296 1.51062 -2.04756 0.11 -0.03 -0.04 0.002
C -0.87077 0.26277 -2.42078 -0.02 0.10 -0.13 0.025
Se -1.14853 -1.06844 -1.10896 0.02 -0.21 0.38 -0.063
H 1.21569 -0.88755 -4.57650 0.02 -0.05 0.01 0.000
H 1.04845 -1.46499 -2.89911 0.05 -0.04 0.00 -0.001
H 2.15655 -0.12331 -3.26720 0.03 -0.03 0.01 0.000
H 0.57601 1.67599 -4.93803 -0.01 0.02 0.01 0.000
H -1.79882 2.84553 -4.13819 0.02 0.00 -0.02 0.000
H -3.61729 2.12293 -2.71875 -0.03 0.00 0.02 0.000
H -2.88217 2.04905 -1.11297 -0.08 0.00 -0.06 0.002
H -3.53626 0.57041 -1.86929 -0.01 -0.01 0.01 -0.001
N -1.83763 -3.35525 1.06749 0.18 -0.24 0.17 0.010
H -1.66231 -4.04852 0.34326 -0.05 0.06 -0.09 0.000
H -2.79936 -3.06192 0.92127 0.01 0.03 -0.08 0.000
H -1.85992 -3.90295 1.92555 -0.04 0.02 0.03 0.001
```
Forces are in eV/Å.

## Properties
HOMO level (alpha / beta)   -15.115 / -15.073 eV
Relative energy (zero: lowest compared OMol25 entry of this formula, charge and spin)   1.217 eV
2S+1   3
Net charge   +2
HOMO-LUMO gap (alpha / beta)   8.19 / 6.32 eV
Energy   -96678.755 eV


C28H25NO6S | ωB97M-V/def2-TZVPD

```
61
Properties=species:S:1:pos:R:3:forces:R:3:lowdin_charge:R:1
C -5.34875 2.82584 -2.18967 0.16 -0.70 -0.17 -0.064
O -5.02739 1.42773 -2.34565 0.19 0.37 -0.12 -0.096
C -3.74966 0.99981 -2.14611 0.76 -0.08 0.26 -0.285
C -3.51043 -0.39025 -2.27249 0.31 0.64 0.34 0.004
C -2.28649 -0.93291 -1.86409 -0.06 0.36 0.24 -0.026
C -1.28032 -0.11125 -1.28961 -0.37 -0.44 0.54 -0.192
C -0.00366 -0.74192 -0.67544 -0.82 -2.89 -2.63 -0.192
C 1.23102 -0.22901 -1.45998 0.74 -0.69 -0.26 -0.138
C 2.38015 -1.05386 -1.41366 -0.33 0.39 0.60 -0.048
C 3.63317 -0.54177 -1.66971 0.94 0.57 -0.21 -0.007
C 3.78433 0.80650 -2.05851 -0.97 0.20 0.16 -0.276
O 5.01960 1.36199 -1.95091 0.03 0.15 -0.28 -0.092
C 5.19998 2.77110 -2.19594 -0.15 -0.84 0.01 -0.062
C 2.62967 1.50907 -2.47635 0.83 -0.59 0.03 -0.016
C 1.37410 0.93528 -2.27626 -0.63 -0.14 1.41 -0.025
C 0.12036 -1.02321 0.83365 0.77 3.10 4.14 -0.210
C 1.41817 -1.63198 1.48472 0.11 0.13 0.09 -0.171
C 2.56406 -0.80849 1.63024 -0.52 -0.55 -0.56 -0.019
C 3.83109 -1.37029 1.77873 -0.19 -0.39 0.17 0.012
C 3.95943 -2.75763 1.94478 -1.80 1.08 -0.47 -0.168
N 5.17608 -3.43642 1.65333 2.55 -2.03 -0.28 -0.310
O 5.15793 -4.69140 1.78723 0.42 2.71 -0.31 0.044
O 6.16732 -2.79592 1.23721 -2.05 -1.11 0.92 0.062
C 2.81196 -3.53070 2.13998 0.12 0.38 0.01 0.021
C 1.54775 -2.96263 1.96651 0.05 -0.16 -0.75 -0.011
S -1.31909 -1.70472 1.89134 -1.40 0.18 -0.37 0.768
O -0.93175 -2.23255 3.18740 0.63 0.28 -1.04 -0.310
O -2.05905 -2.52847 0.95944 0.29 -0.16 0.18 -0.311
C -2.43092 -0.34851 2.35678 -0.14 0.30 -0.36 -0.258
C -2.52564 0.15220 3.66335 -0.10 0.42 -0.24 -0.046
C -3.44981 1.18445 3.92644 0.06 -0.31 -0.41 -0.071
C -4.27722 1.68672 2.90626 0.32 -0.37 -0.15 -0.071
C -4.20364 1.13036 1.61933 0.03 -0.12 0.32 -0.057
C -3.29695 0.09858 1.35797 0.05 0.26 -0.16 -0.059
C -1.48354 1.27741 -1.32644 0.11 -0.46 0.26 -0.059
C -2.67933 1.84087 -1.78190 -0.33 -0.28 0.00 -0.013
H -6.43292 2.83838 -2.28788 0.10 0.21 0.00 0.092
H -5.06007 3.21164 -1.20335 0.04 -0.16 -0.16 0.086
H -4.88921 3.43122 -2.98255 -0.06 -0.14 0.19 0.096
H -4.32846 -1.00581 -2.63270 0.18 -0.05 0.04 0.120
H -2.14282 -2.02006 -1.92999 -0.02 0.56 0.12 0.126
H -0.05703 -1.84600 -0.76178 -0.29 0.16 -2.32 0.139
H 2.29423 -2.08594 -1.04578 0.05 0.52 -0.06 0.130
H 4.54148 -1.12074 -1.46615 -0.40 0.15 -0.16 0.128
H 6.26237 2.91590 -2.00963 -0.12 0.22 -0.08 0.091
H 4.95404 3.02378 -3.23396 0.06 0.00 0.16 0.091
H 4.60236 3.37745 -1.50468 0.04 -0.14 -0.10 0.095
H 2.72044 2.50263 -2.91872 -0.13 -0.39 0.02 0.106
H 0.50098 1.47670 -2.65688 0.40 -0.23 0.39 0.103
H 0.06122 0.02561 1.13180 0.38 0.18 1.37 0.120
H 2.44466 0.26555 1.48495 0.22 -0.27 -0.14 0.129
H 4.70982 -0.75491 1.69889 0.17 0.09 0.00 0.119
H 2.94383 -4.58817 2.35163 -0.24 0.25 -0.03 0.124
H 0.70795 -3.64452 2.13988 0.18 0.55 -0.42 0.115
H -1.89272 -0.24180 4.45968 -0.16 0.09 -0.30 0.113
H -3.53683 1.58709 4.93697 0.08 -0.14 -0.30 0.105
H -4.98470 2.49904 3.11086 0.32 -0.39 -0.03 0.107
H -4.86629 1.47044 0.81665 0.25 -0.09 0.35 0.103
H -3.24048 -0.35721 0.36435 -0.13 0.24 0.45 0.090
H -0.67897 1.92973 -0.97219 -0.47 -0.13 -0.03 0.120
H -2.77543 2.92595 -1.82142 -0.07 -0.31 0.16 0.108
```
Forces are in eV/Å.

## Properties
HOMO level   -8.303 eV
Relative energy (zero: lowest compared OMol25 entry of this formula, charge and spin)   6.490 eV
HOMO-LUMO gap   7.38 eV
Energy   -54045.353 eV
SMILES string   COc1ccc(C(c2ccc(OC)cc2)[C@H](c2ccc([N+](=O)[O-])cc2)S(=O)(=O)c2ccccc2)cc1


C8H12N4 | ωB97M-V/def2-TZVPD

```
24
Properties=species:S:1:pos:R:3:forces:R:3:lowdin_charge:R:1
C -3.55310 -2.84665 2.39247 0.20 0.85 -1.90 -0.022
C 3.47048 2.99098 -2.58445 0.58 -1.21 -2.43 -0.024
C -3.25520 -1.99378 1.35205 1.66 -0.04 1.23 0.048
C 2.80079 1.79232 -2.66389 0.44 -0.46 -0.95 0.019
C -1.39397 -3.07050 2.06019 -0.61 -0.78 -0.88 0.023
C 1.87462 2.99534 -1.03272 0.92 0.65 -0.44 -0.010
C -0.97227 -1.30215 0.45180 -3.77 1.37 -0.72 0.121
C 0.86450 0.87338 -1.44111 0.05 -0.36 -0.47 0.128
N -2.45559 -3.53084 2.78108 1.89 1.09 -0.88 0.122
N 2.85944 3.71004 -1.61521 -0.55 -0.03 1.47 0.120
N -1.84621 -2.12033 1.13501 0.21 -1.50 2.68 -0.079
N 1.83319 1.81794 -1.63090 0.69 0.11 -1.54 -0.125
H -4.48678 -3.12522 2.74208 -1.63 -0.03 0.87 0.126
H 4.26056 3.36718 -3.32336 -1.25 -0.46 1.68 0.182
H -3.76072 -1.10823 1.00056 -0.30 -0.42 -0.36 0.141
H 2.89564 0.94436 -3.44317 -0.21 1.57 1.81 0.180
H -0.44017 -3.63430 2.01189 -0.59 1.00 0.16 0.179
H 1.13251 3.32142 -0.33355 0.18 0.26 0.41 0.170
H -0.00463 -1.51971 0.27894 3.02 -1.28 0.06 0.045
H -1.39180 -0.51667 -0.18353 -0.26 -0.46 0.49 0.090
H 0.69460 0.29895 -2.34932 -0.41 -0.34 0.76 0.110
H 0.38501 0.89430 -0.47470 -0.27 -0.22 -0.32 0.073
H -2.38784 -4.11030 3.62211 -0.01 -0.03 -0.64 0.201
H 3.24409 4.52183 -1.17432 0.03 0.72 -0.09 0.181
```
Forces are in eV/Å.

## Properties
HOMO level (alpha / beta)   -15.315 / -15.509 eV
Relative energy (zero: lowest compared OMol25 entry of this formula, charge and spin)   2.833 eV
Net charge   +2
HOMO-LUMO gap (alpha / beta)   7.84 / 7.97 eV
Energy   -14431.583 eV


C6H7N | ωB97M-V/def2-TZVPD

```
14
Properties=species:S:1:pos:R:3:forces:R:3:lowdin_charge:R:1
N -0.19462 1.83718 -2.02776 0.08 -0.30 0.55 0.053
C 0.00540 1.11196 -1.07347 -0.07 0.27 -0.36 -0.531
C -0.29133 0.94712 0.46123 -0.09 0.18 0.10 -0.221
C 0.93875 0.05842 0.70458 0.33 0.20 0.29 -0.010
C 0.64975 -0.35581 -1.06409 -0.07 -0.34 -0.07 -0.012
C -0.11669 -1.13353 -0.19614 -0.02 -0.12 -0.23 -0.083
C -1.20314 -0.28569 0.47195 -0.17 -0.05 -0.02 -0.119
H -0.51801 1.80544 1.09061 0.03 -0.12 -0.13 0.137
H 1.94296 0.42545 0.47945 -0.10 -0.08 -0.03 0.134
H 0.96187 -0.53158 1.62947 -0.05 0.02 -0.25 0.130
H 1.41441 -0.78238 -1.71267 -0.05 0.08 0.15 0.136
H -0.04860 -2.21805 -0.11533 0.06 0.18 0.06 0.138
H -2.11822 -0.21708 -0.12412 0.10 -0.02 0.10 0.130
H -1.42254 -0.66144 1.47627 0.03 0.07 -0.16 0.118
```
Forces are in eV/Å.

## Properties
HOMO level   -6.441 eV
Relative energy (zero: lowest compared OMol25 entry of this formula, charge and spin)   6.199 eV
HOMO-LUMO gap   6.85 eV
Energy   -7819.448 eV


Question: Number 1 is which compound?
Answer: C15H23N5O3SeW